The following is a quantum chemistry calculation of an isolated ion of composition C6H11N and charge +1, from the OMol25 dataset.

Values from the calculation:
charge	+1
LUMO (alpha / beta)	-3.3 / -7.3	eV
multiplicity	2

Each line ends with the Mulliken charge.
Element x y z (Å)
1 C 1.2108 -0.5046 -0.8975  -0.104
2 C 1.3268 0.8108 -1.3138  -0.012
3 N 2.3634 1.7377 -1.0966  -0.338
4 C -0.1739 -1.1747 -1.1337  -0.763
5 C -0.9836 -0.4964 -0.1499  -0.176
6 C -1.0482 -0.7816 1.1597  -0.055
7 C -1.9208 0.0488 2.1564  -1.069
8 H 1.9469 -1.0757 -0.2803  0.312
9 H 0.4430 1.3404 -1.7456  0.282
10 H 2.5568 2.2442 -1.9006  0.281
11 H 3.1124 1.4401 -0.5001  0.254
12 H -0.4480 -1.0939 -2.1490  0.344
13 H -0.0929 -2.2144 -0.8873  0.344
14 H -1.4175 0.4521 -0.2639  0.369
15 H -0.3678 -1.4668 1.6181  0.392
16 H -2.9288 -0.4715 2.5366  0.284
17 H -2.2152 1.0327 1.7278  0.345
18 H -1.3635 0.1729 3.1195  0.309

***

The following is a quantum chemistry calculation of a 2-piece molecular cluster, C6H11N2 overall, from the OMol25 dataset.

Values from the calculation:
charge	+1
LUMO (alpha / beta)	-4.8 / -4.8	eV

Each line ends with the Mulliken charge.
Element x y z (Å)
1 C 0.8557 -1.8383 0.3550  -0.579
2 C -0.1217 -0.9195 0.1809  -0.111
3 C 1.8749 0.0523 0.1237  0.520
4 C 2.8622 1.1048 0.0178  -1.087
5 C -3.2824 0.8045 -0.1912  -0.796
6 C -2.6309 -0.4598 -0.1316  -0.280
7 N 2.1007 -1.2544 0.1410  -0.013
8 N 0.5978 0.2963 0.1826  -0.031
9 H 0.9260 -2.9557 0.2562  0.308
10 H 2.7317 1.9259 0.7047  0.334
11 H 3.9177 0.7626 0.1004  0.328
12 H 2.6464 1.4951 -1.0286  0.296
13 H -2.7807 1.5569 0.6242  0.242
14 H -4.3286 0.7489 -0.0175  0.376
15 H -3.2255 1.2317 -1.1907  0.302
16 H -2.3651 -1.0105 -1.1117  0.363
17 H -2.7879 -1.0553 0.6957  0.383
18 H 2.9684 -1.6786 0.2011  0.167
19 H 0.0413 1.1930 0.0880  0.278

***

The following is a quantum chemistry calculation of an isolated ion of composition C6H11N2 and charge +1, from the OMol25 dataset.

Values from the calculation:
charge	+1
LUMO	-3.2	eV

Each line ends with the Mulliken charge.
Element x y z (Å)
1 C 1.8234 0.1643 -0.7261  -0.712
2 C -1.5591 -0.8116 -0.2296  -0.467
3 C 0.4934 -0.2302 -1.1278  -0.025
4 C 0.1654 -1.5269 0.9353  -0.486
5 C 1.1375 -0.8385 0.2062  0.466
6 C -1.0825 1.6004 -0.3595  -1.007
7 N -0.7685 0.2574 -0.7313  0.063
8 N 0.6483 -0.2935 1.6078  -0.239
9 H 2.6046 -0.0928 -1.4034  0.267
10 H 2.1130 1.1549 -0.3200  0.250
11 H -1.6807 -1.7302 -0.8436  0.306
12 H -2.3878 -0.4805 0.4691  0.306
13 H 0.4328 -0.9903 -1.9884  0.330
14 H 0.3307 -2.2320 1.7422  0.292
15 H -2.0151 1.8171 -0.9529  0.380
16 H -1.2458 1.8476 0.6726  0.399
17 H -0.4477 2.4091 -0.9704  0.305
18 H -0.0563 0.4262 1.8727  0.232
19 H 1.4942 -0.4505 2.1472  0.341

***

The following is a quantum chemistry calculation of an isolated ion of composition C6H11N2 and charge +1, from the OMol25 dataset.

Values from the calculation:
SMILES	N[C@@H]1C[NH2+]CC12C=C2
charge	+1
LUMO	-3.2	eV

Each line ends with the Mulliken charge.
Element x y z (Å)
1 C 2.3795 0.0334 0.5751  -0.452
2 C 2.0319 -0.4092 -0.5890  -0.797
3 C -1.4639 0.2050 0.6440  -0.821
4 C 0.2738 1.4482 -0.2349  -0.808
5 C -0.4078 -0.8515 0.6120  0.088
6 C 0.9113 0.1723 0.1780  0.456
7 N -0.6385 -1.7887 -0.4869  -0.609
8 N -1.1925 1.1188 -0.4725  -0.200
9 H 3.0331 0.1193 1.3544  0.478
10 H 2.3475 -1.0454 -1.4469  0.390
11 H -2.4691 -0.1935 0.6064  0.406
12 H -1.5349 0.6612 1.7080  0.308
13 H 0.2291 2.2054 0.4946  0.336
14 H 0.6012 1.6604 -1.1912  0.457
15 H -0.2936 -1.2813 1.5278  0.564
16 H 0.0414 -2.0340 -1.1408  0.196
17 H -0.8244 -2.6764 -0.1243  0.255
18 H -1.1873 0.7048 -1.3996  0.398
19 H -1.8370 1.9512 -0.6142  0.354

***

The following is a quantum chemistry calculation of an isolated ion of composition C6H11N2 and charge +1, from the OMol25 dataset.

Values from the calculation:
SMILES	[H]/N=C1/[C@@H]2C[C@]12[C@H](C)[NH3+]
charge	+1
LUMO	-3.8	eV

Each line ends with the Mulliken charge.
Element x y z (Å)
1 C -1.6355 0.1072 0.7481  0.536
2 C -1.2068 -1.5125 -0.7030  -0.563
3 C -1.6032 -0.1319 -0.6837  -0.680
4 C -0.4362 -0.5627 0.1449  -0.030
5 C 1.3194 0.7535 1.1079  -1.599
6 C 1.0075 -0.2221 0.0431  0.316
7 N -2.2983 0.5483 1.6847  -0.684
8 N 1.3615 0.4881 -1.3468  -0.297
9 H -1.7158 -2.1810 -0.1108  0.266
10 H -0.8974 -1.8466 -1.6026  0.289
11 H -1.9746 0.4769 -1.4509  0.467
12 H 0.8855 1.6839 0.8244  0.516
13 H 2.3400 0.7942 1.4459  0.353
14 H 0.7390 0.5083 1.9189  0.394
15 H 1.7077 -1.0445 0.1864  0.371
16 H -1.9681 0.4730 2.6279  0.260
17 H 0.6822 0.1524 -2.0242  0.318
18 H 2.3106 0.0206 -1.5555  0.408
19 H 1.3824 1.4949 -1.2547  0.357

***

The following is a quantum chemistry calculation of an isolated ion of composition C6H11N2O and charge +1, from the OMol25 dataset.

Values from the calculation:
SMILES	N[C@@]1(O)C=CC=C[C@@H]1[NH3+]
charge	+1
LUMO	-3.6	eV

Each line ends with the Mulliken charge.
Element x y z (Å)
1 C -2.1256 -0.5389 0.1278  -0.338
2 C -2.1201 0.8798 -0.2831  -0.465
3 C -1.0856 -1.3299 -0.1244  -0.608
4 C -0.9085 1.4522 -0.1189  -0.859
5 C 0.2089 -0.7375 -0.5853  -0.071
6 C 0.3416 0.7034 -0.0255  1.221
7 N 1.6492 1.1644 -0.6857  -0.688
8 N 1.3493 -1.5598 -0.0226  -0.292
9 O 0.7590 0.7385 1.3667  -0.632
10 H -3.0000 -0.9772 0.6717  0.387
11 H -3.1311 1.2214 -0.3341  0.431
12 H -0.8419 -2.3655 0.2061  0.325
13 H -0.6799 2.5821 -0.1329  0.280
14 H 0.2897 -0.7810 -1.6167  0.388
15 H 1.5136 2.1065 -0.9791  0.303
16 H 2.3561 1.1957 0.0422  0.298
17 H 1.6495 -2.4110 -0.4545  0.324
18 H 1.2392 -1.6789 0.9670  0.355
19 H 2.1395 -1.0569 -0.0077  0.269
20 H 0.3972 1.3925 1.9891  0.373

***

Number 1: maximum force 4.79 eV Å⁻¹, DFT total energy -289.6092 Ha. Number 2: maximum force 4.67 eV Å⁻¹, DFT total energy -344.3482 Ha. Number 3: maximum force 4.91 eV Å⁻¹, DFT total energy -344.2297 Ha. Number 4: maximum force 5.52 eV Å⁻¹, DFT total energy -344.3559 Ha. Number 5: maximum force 3.94 eV Å⁻¹, DFT total energy -344.3381 Ha. Number 6: maximum force 5.10 eV Å⁻¹, DFT total energy -419.6433 Ha.